Entry 1:
{"formula": "C5H18N2O3", "method": "wB97M-V/def2-TZVPD", "max_force_ev_per_a": 2.06, "charge": -1, "spin_multiplicity": 2, "species": ["C", "N", "C", "C", "C", "O", "C", "N", "H", "H", "H", "H", "H", "H", "H", "H", "H", "H", "H", "H", "H", "H", "H", "H", "O", "H", "H", "O"], "coordinates": [[-1.317, -0.194, 1.649], [-0.606, -0.860, 0.595], [-0.182, 0.007, -0.477], [0.548, -0.712, -1.598], [0.567, 0.129, -2.867], [1.852, 0.795, -3.010], [-0.415, 0.673, 2.550], [0.812, 0.067, 3.015], [-1.806, -0.913, 2.311], [-2.118, 0.460, 1.247], [-1.067, -1.708, 0.305], [0.401, 0.832, -0.046], [-1.068, 0.519, -0.891], [0.044, -1.673, -1.757], [1.556, -1.007, -1.322], [-0.175, 0.923, -2.836], [0.556, -0.429, -3.807], [-1.006, 0.930, 3.440], [-0.223, 1.621, 2.053], [0.635, -0.857, 3.389], [1.478, -0.031, 2.250], [2.022, 1.342, -2.235], [3.794, -0.785, 0.536], [2.509, -1.557, 0.892], [2.824, -0.692, 0.565], [-2.713, 1.345, -1.840], [-3.437, 0.952, -0.579], [-3.464, 0.824, -1.532]], "mulliken_spin": [0.17, -0.01, 0.46, 0.06, 0.02, -0.06, 0.02, 0.42, -0.02, 0.01, -0.16, 0.13, -0.06, 0.01, 0.35, -0.02, -0.02, 0.00, -0.10, -0.15, 0.14, -0.01, 0.39, -0.29, -0.25, 0.01, 0.01, -0.03]}

Entry 2:
{"formula": "C2H8N2O2", "method": "wB97M-V/def2-TZVPD", "max_force_ev_per_a": 1.19, "smiles": "O=CO.NCN", "species": ["N", "C", "N", "H", "H", "H", "H", "H", "H", "O", "C", "O", "H", "H"], "coordinates": [[-1.773, 1.414, -0.430], [-2.402, 1.276, 0.857], [-1.737, 0.472, 1.912], [-1.440, 0.550, -0.839], [-0.890, 1.918, -0.385], [-3.386, 0.822, 0.750], [-2.553, 2.281, 1.252], [-0.916, 1.008, 2.197], [-1.310, -0.325, 1.446], [2.498, -1.286, -0.457], [2.940, -1.691, -1.492], [3.994, -2.531, -1.588], [2.485, -1.508, -2.464], [4.490, -2.400, -0.760]], "lowdin_charge": [-0.02, -0.38, -0.02, 0.05, 0.06, 0.10, 0.10, 0.05, 0.05, 0.07, -0.39, 0.07, 0.14, 0.12]}

Entry 3:
{"formula": "C34H46BaN4O9P5", "method": "wB97M-V/def2-TZVPD", "max_force_ev_per_a": 3.24, "charge": -1, "species": ["Ba", "O", "C", "N", "C", "C", "C", "C", "C", "C", "N", "C", "C", "C", "C", "C", "N", "H", "H", "H", "H", "H", "H", "H", "H", "H", "H", "N", "C", "C", "P", "O", "O", "O", "P", "O", "O", "O", "H", "H", "H", "H", "H", "H", "H", "H", "O", "C", "O", "C", "P", "C", "C", "C", "C", "C", "C", "C", "C", "C", "C", "C", "C", "H", "H", "H", "H", "H", "H", "H", "H", "H", "H", "H", "H", "C", "P", "C", "C", "C", "P", "C", "C", "H", "H", "H", "H", "H", "H", "H", "H", "H", "H", "H", "H", "H", "H", "H", "H"], "coordinates": [[0.540, -0.432, 0.636], [-2.921, 1.204, 3.384], [-2.011, 0.596, 2.786], [-1.809, 0.425, 1.498], [-2.833, 0.993, 0.654], [-2.965, 0.286, -0.678], [-4.144, 0.421, -1.411], [-4.240, -0.160, -2.660], [-3.151, -0.862, -3.159], [-2.023, -0.948, -2.365], [-1.926, -0.409, -1.151], [-0.996, -0.122, 3.701], [-0.937, 0.216, 5.050], [-0.121, -0.512, 5.892], [0.602, -1.582, 5.382], [0.495, -1.850, 4.030], [-0.273, -1.134, 3.205], [-2.609, 2.047, 0.419], [-3.803, 1.021, 1.164], [-4.968, 0.983, -0.988], [-5.152, -0.070, -3.238], [-3.170, -1.339, -4.129], [-1.147, -1.480, -2.718], [-1.553, 1.034, 5.393], [-0.057, -0.258, 6.943], [1.239, -2.190, 6.011], [1.046, -2.665, 3.569], [5.570, -0.483, 1.679], [4.075, -0.543, 1.962], [3.908, -1.007, 3.402], [3.482, 1.221, 1.784], [4.255, 1.651, 0.439], [4.051, 1.984, 2.917], [1.994, 1.144, 1.519], [3.592, -1.924, 0.759], [3.981, -1.266, -0.644], [4.635, -2.951, 1.053], [2.118, -2.226, 0.846], [6.057, -0.081, 2.479], [5.716, 0.113, 0.858], [5.869, -1.455, 1.484], [4.425, -0.318, 4.075], [4.270, -2.029, 3.532], [2.854, -0.974, 3.668], [3.787, 1.462, -0.410], [3.463, -0.542, -1.077], [3.081, 1.019, -1.890], [1.833, 1.137, -2.055], [0.990, 0.363, -1.551], [1.324, 2.290, -2.889], [-0.349, 2.890, -2.394], [-0.398, 4.357, -3.506], [0.159, 5.597, -3.198], [0.087, 6.651, -4.098], [-0.540, 6.480, -5.326], [-1.099, 5.251, -5.645], [-1.036, 4.203, -4.736], [0.004, 3.648, -0.766], [-1.064, 4.261, -0.102], [-0.909, 4.764, 1.177], [0.314, 4.643, 1.830], [1.377, 4.032, 1.188], [1.224, 3.547, -0.107], [1.200, 1.932, -3.916], [2.073, 3.084, -2.892], [0.651, 5.739, -2.243], [0.524, 7.607, -3.839], [-0.597, 7.304, -6.026], [-1.597, 5.109, -6.597], [-1.494, 3.251, -4.983], [-2.030, 4.332, -0.591], [-1.750, 5.225, 1.680], [0.427, 5.002, 2.845], [2.322, 3.899, 1.699], [2.072, 3.067, -0.577], [-3.440, -2.473, 1.691], [-1.958, -3.197, 0.894], [-1.499, -4.402, 2.211], [-2.811, -4.362, -0.262], [-1.843, -5.275, -1.028], [-1.010, -4.541, -2.503], [-0.265, -6.089, -3.157], [0.498, -3.804, -1.762], [-4.108, -3.255, 2.065], [-3.983, -1.855, 0.973], [-3.148, -1.821, 2.513], [-2.322, -5.088, 2.436], [-1.244, -3.853, 3.117], [-0.620, -4.980, 1.923], [-3.403, -3.763, -0.962], [-3.514, -4.972, 0.316], [-2.389, -6.140, -1.417], [-1.077, -5.670, -0.351], [0.257, -6.652, -2.378], [0.452, -5.846, -3.943], [-1.037, -6.724, -3.594], [1.026, -4.502, -1.108], [0.238, -2.930, -1.167], [1.181, -3.478, -2.548]], "lowdin_charge": [1.94, -0.04, -0.57, -0.13, -0.20, -0.28, -0.04, -0.08, -0.08, -0.17, 0.05, -0.19, 0.00, -0.06, -0.07, -0.18, -0.01, 0.11, 0.11, 0.11, 0.10, 0.10, 0.08, 0.11, 0.10, 0.10, 0.11, 0.15, -0.48, -0.08, 0.28, -0.17, -0.30, -0.60, 0.27, -0.15, -0.32, -0.58, 0.15, 0.14, 0.13, 0.08, 0.09, 0.06, 0.03, 0.04, -0.06, -0.71, -0.33, -0.26, 1.08, -0.38, -0.08, -0.09, -0.11, -0.10, -0.12, -0.38, -0.13, -0.08, -0.07, -0.07, -0.09, 0.10, 0.10, 0.10, 0.10, 0.09, 0.10, 0.09, 0.10, 0.10, 0.10, 0.10, 0.09, -0.28, 0.85, -0.29, -0.45, -0.46, 0.84, -0.34, -0.32, 0.04, 0.03, 0.03, 0.04, 0.02, 0.03, 0.06, 0.07, 0.07, 0.06, 0.04, 0.03, 0.02, 0.05, -0.03, 0.04]}

Entry 4:
{"formula": "C3H8N3O", "method": "wB97M-V/def2-TZVPD", "max_force_ev_per_a": 5.77, "charge": 1, "species": ["C", "C", "C", "N", "N", "N", "O", "H", "H", "H", "H", "H", "H", "H", "H"], "coordinates": [[-1.808, -1.103, 0.126], [-2.181, 0.245, 0.078], [0.850, 0.151, -0.079], [-1.186, 1.297, 0.338], [0.026, 1.103, 0.270], [2.272, 0.396, 0.396], [1.016, -0.706, -1.182], [-2.283, -1.778, 0.778], [-0.793, -1.578, -0.290], [-2.231, 0.521, -1.004], [-3.055, 0.396, 0.690], [2.628, -0.556, 0.514], [2.330, 0.953, 1.269], [2.764, 0.968, -0.144], [1.651, -0.309, -1.761]], "lowdin_charge": [0.09, -0.26, -0.32, 0.07, 0.05, 0.27, 0.05, 0.05, 0.10, 0.17, 0.13, 0.19, 0.20, 0.10, 0.10]}

Number 1: DFT total energy -536.4655 a.u.. Number 2: DFT total energy -340.9839 a.u.. Number 3: DFT total energy -3952.1767 a.u.. Number 4: DFT total energy -358.1359 a.u..